# 1
Below is the molecule C5H5BrFN at a distorted geometry, with properties calculated with ωB97M-V with the def2-TZVPD basis set.

Last column: Löwdin charge in e.
Cartesian coordinates (Å):
C 1.019 1.377 -0.426  -0.0989
C 0.236 0.522 -1.127  -0.0818
C 1.670 0.868 0.738  -0.0262
C -0.012 -1.636 -1.654  -0.4839
C -0.424 -0.974 0.704  -0.1282
N -0.113 -0.743 -0.691  -0.2984
F 2.657 1.700 1.104  -0.0110
Br -0.169 -3.421 -1.077  0.6677
H 1.252 2.344 -0.858  0.1048
H -0.071 0.749 -2.141  0.1250
H -0.685 -0.031 1.179  0.0881
H -1.269 -1.663 0.752  0.0638
H 0.433 -1.405 1.222  0.0790

The value obtained for the HOMO energy is -9.05 eV. The net charge is 0. The orbital gap is 7.96 eV.

# 2
Below is a structure of composition C10H5BiBrNO5 at a distorted geometry, with properties calculated with ωB97M-V with the def2-TZVPD basis set.

Last column: Löwdin charge in e.
Cartesian coordinates (Å):
O -0.028 3.296 -1.518  0.2387
C -0.021 2.136 -1.464  -0.1639
Bi -0.006 0.006 -1.339  1.3886
C 0.009 -2.140 -1.499  -0.1398
O 0.016 -3.280 -1.577  0.2704
C -0.007 -0.019 -3.751  -0.2159
O -0.099 -1.052 -4.328  0.0936
C 2.107 0.010 -1.672  -0.1384
O 3.248 0.045 -1.841  0.2445
C -2.119 -0.017 -1.670  -0.1353
O -3.259 0.000 -1.839  0.2469
H 0.090 1.098 -4.047  0.1207
Br -0.041 -2.788 3.803  0.8806
C -0.021 -1.145 2.892  -0.6441
C 0.020 0.086 3.553  -0.0196
C 0.043 1.279 2.832  0.0009
C 0.033 1.240 1.460  -0.1018
N -0.008 0.019 0.829  -0.2252
C -0.043 -1.183 1.508  -0.1471
H 0.036 0.105 4.628  0.1298
H 0.073 2.256 3.283  0.1330
H 0.058 2.145 0.842  0.0949
H -0.079 -2.097 0.915  0.0886

The value obtained for the HOMO energy is -14.65 eV. The net charge is +2. The orbital gap is 5.28 eV.

# 3
Below is a structure of composition CH3ClNO2S at a distorted geometry, with properties calculated with ωB97M-V with the def2-TZVPD basis set.

Last column: Löwdin charge in e.
Cartesian coordinates (Å):
C -1.607 -0.287 -0.202  -0.3178
N -1.216 -1.279 0.470  -0.0520
O 1.235 -1.928 -1.443  -0.6309
O 1.567 -1.406 1.168  -0.6093
S 1.201 -2.307 0.044  0.6109
Cl -3.678 0.605 -0.134  -0.1411
H -1.928 -0.159 -1.331  0.0401
H -1.619 -1.356 1.388  0.1020
H -0.620 -2.187 0.209  -0.0019

The value obtained for the HOMO energy (alpha / beta) is -4.07 / -3.02 eV. The net charge is -1. The orbital gap (alpha / beta) is 7.69 / 6.49 eV.

# 4
Below is a cluster of 2 separate species, C5H14 in total at a distorted geometry, with properties calculated with ωB97M-V with the def2-TZVPD basis set.

Last column: Löwdin charge in e.
Cartesian coordinates (Å):
C 1.002 -2.391 0.291  -0.1656
C 1.826 -1.976 1.484  -0.1781
H 0.293 -1.645 -0.053  0.0363
H 1.635 -2.680 -0.555  0.0654
H 0.472 -3.334 0.437  0.0635
H 1.792 -2.661 2.334  0.0620
H 1.628 -0.977 1.886  0.0560
H 2.884 -1.777 1.263  0.0629
C -0.514 1.268 -0.655  -0.3202
C -0.621 2.741 -0.273  -0.1190
C -1.879 0.660 -0.986  -0.1373
H 0.083 1.150 -1.561  0.0992
H -0.078 0.606 0.095  0.0756
H -1.605 2.980 0.128  0.0690
H -2.610 0.702 -0.176  0.0693
H -2.340 1.297 -1.739  0.0683
H -1.788 -0.369 -1.322  0.0606
H 0.131 2.994 0.478  0.0633
H -0.311 3.413 -1.077  0.0688

The value obtained for the HOMO energy is -11.18 eV. The net charge is 0. The orbital gap is 12.30 eV. Its SMILES is CCC.CC.

Values of relative energy (zero: lowest compared OMol25 entry of this formula, charge and spin), in order: 5.0998; 5.9740; 3.7519; 0.4867, all in eV.